(1)
Formula: C12H13Br
Source: OMol25
Level of theory: ωB97M-V/def2-TZVPD

Properties
HOMO level (alpha / beta) in eV: -6.932 / -7.482
Molecular weight in g mol⁻¹: 237.14
Lowest unoccupied orbital energy (alpha / beta) in Eh: -0.0195 / 0.0085
Calculated total energy in Eh: -3038.962054

Cartesian coordinates (Å):
C: -0.0542 1.1896 -1.9090
C: -0.4131 0.7036 -0.5540
C: -1.3038 1.5105 0.3074
C: -0.2045 -0.6959 -0.2193
C: -0.4635 -1.6850 -1.1618
C: -0.1864 -3.0220 -0.9175
C: 0.3834 -3.3933 0.2808
C: 0.6522 -2.4229 1.2393
C: 0.3426 -1.0926 1.0325
C: 0.6082 -0.1002 2.0823
C: 1.3746 0.9940 1.8587
C: 1.9914 1.3025 0.6324
Br: 2.9289 0.0209 -0.3983
H: 0.8660 0.7239 -2.2603
H: 0.0558 2.2721 -1.9174
H: -0.8424 0.9325 -2.6249
H: -2.3451 1.2126 0.1500
H: -1.2141 2.5744 0.0980
H: -1.0825 1.3094 1.3595
H: -0.9201 -1.3986 -2.0971
H: -0.4023 -3.7578 -1.6781
H: 0.6208 -4.4254 0.4895
H: 1.1211 -2.7048 2.1704
H: 0.1190 -0.2467 3.0332
H: 1.4110 1.7696 2.6173
H: 2.3471 2.3017 0.4407

These are the Mulliken partial charges, in e, on atoms 1 to 4: atom 1 (C): -1.7248, atom 2 (C): 0.6520, atom 3 (C): -1.3789, atom 4 (C): 1.0261

=====

(2)
Formula: C4H8O2
Source: OMol25
Level of theory: ωB97M-V/def2-TZVPD

Properties
HOMO level in eV: -9.690
Molecular weight in g mol⁻¹: 88.11
Lowest unoccupied orbital energy in Eh: 0.0360
Calculated total energy in Eh: -307.587587

Cartesian coordinates (Å):
C: -0.8374 1.6685 -0.3189
O: -1.1176 0.3632 -0.7558
C: -0.1498 -0.6145 -0.4903
C: 1.3495 -0.5690 -0.0873
O: 1.0487 -1.6770 0.7982
C: -0.3818 -1.1400 0.8665
H: -0.1159 1.7178 0.5121
H: -0.4270 2.2067 -1.1747
H: -1.7724 2.1472 0.0007
H: -0.2296 -1.4160 -1.2384
H: 1.6469 0.3180 0.4942
H: 2.1142 -0.7579 -0.8549
H: -0.3887 -0.3230 1.6044
H: -1.3461 -1.6892 0.9476

These are the Mulliken partial charges, in e, on atoms 1 to 4: atom 1 (C): -0.6583, atom 2 (O): -0.3963, atom 3 (C): -0.0490, atom 4 (C): -0.3060

=====

(3)
Formula: CHClO3
Source: OMol25
Level of theory: ωB97M-V/def2-TZVPD

Properties
HOMO level (alpha / beta) in eV: -9.538 / -8.073
Molecular weight in g mol⁻¹: 96.47
Lowest unoccupied orbital energy (alpha / beta) in Eh: -0.0107 / -0.0192
Calculated total energy in Eh: -724.407592

Cartesian coordinates (Å):
C: 1.2065 -0.5069 0.0589
O: 0.8141 -1.5709 -0.0423
O: -1.6320 0.2087 -0.4592
O: -0.5256 0.9694 -0.2048
Cl: 2.4900 0.4420 0.4095
H: -2.3530 0.4578 0.2378

These are the Mulliken partial charges, in e, on atoms 1 to 4: atom 1 (C): 0.5565, atom 2 (O): -0.2399, atom 3 (O): -0.2872, atom 4 (O): -0.3518

=====

(4)
Formula: C22H22Br12F6O18
Source: OMol25
Level of theory: ωB97M-V/def2-TZVPD

Properties
HOMO level in eV: -9.906
Molecular weight in g mol⁻¹: 1647.24
Lowest unoccupied orbital energy in Eh: -0.0061
Calculated total energy in Eh: -33693.239086

Cartesian coordinates (Å):
C: 2.3264 -3.7531 2.0462
Br: 3.6250 -4.8301 1.2382
Br: 0.6838 -3.8506 1.1431
Br: 2.8832 -1.8172 2.2969
H: 2.1806 -4.1594 3.0465
C: -4.5597 -0.8385 -3.8852
Br: -4.5043 -1.5181 -5.7053
Br: -6.3425 -0.2209 -3.4924
Br: -3.3187 0.6871 -3.8569
H: -4.2063 -1.6364 -3.2438
C: 0.0087 4.3083 -2.5689
Br: -1.2466 2.9176 -2.1215
Br: 0.5720 5.2346 -0.9185
Br: -0.7140 5.5991 -3.7967
H: 0.8713 3.7594 -2.9264
C: 5.1404 -1.9642 -3.5721
Br: 6.5123 -3.2653 -3.4423
Br: 5.4869 -0.6872 -2.2125
Br: 3.4015 -2.8091 -3.2305
H: 5.1042 -1.5314 -4.5870
C: -4.4165 -2.3855 2.0932
C: -3.0249 -2.8851 1.7110
O: -2.8821 -2.5537 0.3351
C: -4.0823 -2.2477 -0.1054
O: -4.3003 -2.0026 -1.2441
O: -5.0478 -2.1706 0.8292
F: -2.9936 -4.2502 1.8043
H: -4.4517 -1.4950 2.6929
H: -4.9589 -3.1846 2.5657
H: -2.0861 -2.6279 2.1906
C: -2.5643 -4.4077 -4.5017
C: -2.8254 -3.7271 -3.2333
O: -1.9208 -2.6373 -3.2092
C: -0.7966 -3.0100 -3.9428
O: 0.2600 -2.5252 -3.7823
O: -1.1714 -4.0021 -4.7499
F: -2.5496 -4.6470 -2.1956
H: -3.2310 -4.2433 -5.3081
H: -2.6589 -5.4813 -4.3641
H: -3.8055 -3.3128 -3.1220
C: -2.5481 2.5077 1.2430
C: -3.6784 1.6037 0.7084
O: -3.5098 0.3947 1.4883
C: -2.7226 0.5934 2.5604
O: -2.6162 -0.0975 3.5094
O: -2.1147 1.8025 2.4018
F: -3.6982 1.3041 -0.6109
H: -2.9907 3.4638 1.4657
H: -1.6922 2.4795 0.5810
H: -4.6269 2.0764 0.9756
C: -0.2393 -0.6590 -1.4077
C: 1.0676 -0.1039 -1.8829
O: 1.5832 0.6086 -0.8154
C: 0.6575 0.7793 0.1286
O: 0.8587 1.4435 1.1470
O: -0.5255 0.2265 -0.2919
F: 0.9173 0.8424 -2.9196
H: -0.0400 -1.6898 -0.9961
H: -1.0843 -0.5346 -2.0621
H: 1.8097 -0.8375 -2.2876
C: 4.8638 1.6757 3.0010
C: 5.5897 2.9482 2.9020
O: 6.4982 2.7713 1.8628
C: 6.3774 1.4965 1.3779
O: 7.0478 1.0804 0.5011
O: 5.3539 0.8608 2.0138
F: 6.3059 3.2365 4.0819
H: 3.7673 1.6971 2.9667
H: 5.0675 1.2724 3.9531
H: 4.9936 3.9072 2.8624
C: 0.5495 3.5481 3.4248
C: 1.5629 3.1386 4.4396
O: 2.7104 3.9639 4.1933
C: 2.4720 4.7806 3.1029
O: 3.2953 5.4972 2.6792
O: 1.2696 4.4964 2.6240
F: 1.8745 1.7695 4.2767
H: -0.3735 3.9975 3.7921
H: 0.3092 2.6441 2.9032
H: 1.2615 3.1862 5.4324

These are the Mulliken partial charges, in e, on atoms 1 to 4: atom 1 (C): -0.4748, atom 2 (Br): 0.0059, atom 3 (Br): 0.0224, atom 4 (Br): 0.0470

=====

(5)
Formula: C7H15N
Source: OMol25
Level of theory: ωB97M-V/def2-TZVPD

Properties
HOMO level in eV: -9.110
Molecular weight in g mol⁻¹: 113.20
Lowest unoccupied orbital energy in Eh: 0.0371
Calculated total energy in Eh: -330.273634

Cartesian coordinates (Å):
C: -1.1357 0.3234 -0.3595
C: 1.7626 -0.6754 -0.2633
C: -1.2511 -0.7672 -1.4355
C: -0.6916 1.6552 -1.0056
C: 2.7645 -0.9447 0.6502
C: -0.1842 -0.0402 0.7377
N: -2.4748 0.4421 0.2609
C: -0.0690 -0.1083 1.9753
H: -3.1422 0.7726 -0.4309
H: -2.4520 1.1318 1.0042
H: 1.2643 -1.5032 -0.7462
H: 1.7861 0.2564 -0.8104
H: -1.4719 -1.7290 -0.9741
H: -0.3388 -0.8500 -2.0232
H: -2.0660 -0.5168 -2.1193
H: 0.2799 1.5766 -1.4945
H: -1.4214 1.9517 -1.7635
H: -0.6363 2.4425 -0.2530
H: -0.5238 -0.0692 2.9426
H: 1.3164 -0.4457 2.3729
H: 2.1332 -0.6709 2.0516
H: 2.9570 -1.9761 0.9316
H: 3.5947 -0.2555 0.7522

These are the Mulliken partial charges, in e, on atoms 1 to 4: atom 1 (C): 1.9269, atom 2 (C): -0.4791, atom 3 (C): -1.7339, atom 4 (C): -1.4988

=====

(6)
Formula: C8H32N6O8
Source: OMol25
Level of theory: ωB97M-V/def2-TZVPD

Properties
HOMO level in eV: -9.391
Molecular weight in g mol⁻¹: 340.38
Lowest unoccupied orbital energy in Eh: -0.0054
Calculated total energy in Eh: -1254.465532

Cartesian coordinates (Å):
N: -7.9705 -15.4511 -16.1075
C: -7.5755 -15.9309 -17.3354
N: -8.6231 -16.1308 -18.1818
O: -6.4192 -16.3060 -17.4975
H: -8.9408 -15.3838 -15.8030
H: -7.3220 -15.1766 -15.3968
H: -8.4744 -16.4992 -19.1011
H: -9.5195 -15.8181 -17.8626
N: -8.4192 -14.6517 -12.5494
C: -8.5683 -13.6723 -11.6429
N: -7.8140 -12.5484 -11.8923
O: -9.3340 -13.6921 -10.6817
H: -7.6090 -14.6222 -13.1380
H: -8.7853 -15.5719 -12.3038
H: -7.3144 -12.4008 -12.7496
H: -7.9210 -11.7081 -11.3556
N: -1.4209 -17.8288 -11.2077
C: -2.5103 -18.6119 -11.4297
N: -3.5817 -17.9750 -11.9716
O: -2.5191 -19.7878 -11.0669
H: -1.2973 -16.9140 -11.5971
H: -0.7269 -18.1468 -10.5595
H: -4.4489 -18.4421 -12.1770
H: -3.4909 -17.0673 -12.3874
C: -3.2665 -19.7945 -14.7716
O: -2.6154 -20.8474 -15.4739
H: -4.3192 -20.0224 -14.6150
H: -2.7502 -19.6931 -13.8034
H: -3.1364 -18.7839 -15.1636
H: -3.1736 -21.6159 -15.3465
C: -7.3340 -19.4640 -16.4589
O: -6.0101 -18.9507 -16.4067
H: -7.5009 -20.2377 -17.2092
H: -7.5721 -19.9246 -15.4892
H: -8.0182 -18.6268 -16.6287
H: -6.0993 -17.9951 -16.3116
C: -10.8145 -18.1463 -12.4180
O: -10.1080 -16.9064 -12.1834
H: -11.8288 -17.9631 -12.0699
H: -10.8269 -18.5251 -13.4416
H: -10.2625 -18.9038 -11.8677
H: -10.5653 -16.2663 -12.7463
C: -11.0009 -16.6214 -15.4872
O: -10.6991 -15.2273 -15.4011
H: -10.2459 -17.1706 -14.9217
H: -11.9539 -16.7787 -14.9812
H: -10.9734 -17.1217 -16.4579
H: -11.4874 -14.6796 -15.4178
C: -7.4292 -18.0461 -13.5545
O: -6.1157 -18.5919 -13.6272
H: -7.7146 -17.4207 -14.4071
H: -8.1244 -18.8875 -13.4604
H: -7.4643 -17.4328 -12.6553
H: -6.0539 -19.0063 -14.4998

These are the Mulliken partial charges, in e, on atoms 1 to 4: atom 1 (N): -0.1108, atom 2 (C): 0.4536, atom 3 (N): -0.2831, atom 4 (O): -0.7094

=====

Record-wise relative energy (zero: lowest compared OMol25 entry of this formula, charge and spin) values, in kJ/mol: 0.0, 327.8, 468.7, 0.0, 510.1, 120.0